# 1
Below is a 2-piece molecular cluster, C5H11NO2 overall, with properties calculated with ωB97M-V with the def2-TZVPD basis set.

For the highest occupied orbital energy, the calculation gives -0.289 hartree. The LUMO energy comes out at -2.48 eV. The frontier orbital gap is 5.39 eV.

Geometry (Å):
1 C -0.662 1.863 0.323
2 N 0.020 0.813 1.195
3 C 0.707 -0.027 0.310
4 C 0.115 -1.408 0.085
5 C -1.418 -1.506 -0.140
6 O 0.819 -2.014 -1.097
7 C 2.002 0.484 0.031
8 O 2.600 1.232 0.855
9 H -0.118 2.758 0.086
10 H -0.785 1.415 -0.658
11 H -1.659 2.132 0.673
12 H 0.641 1.107 1.961
13 H -0.878 1.031 -1.562
14 H 0.546 -2.098 0.863
15 H -1.966 -1.259 0.722
16 H -1.687 -2.535 -0.251
17 H -1.749 -0.927 -1.005
18 H 0.862 -1.166 -1.673
19 H 2.609 0.106 -0.718

---

# 2
Below is an isolated molecule of C5H11NO2, with properties calculated with ωB97M-V with the def2-TZVPD basis set.

For the highest occupied orbital energy, the calculation gives -0.350 hartree. The LUMO energy comes out at 0.77 eV. As for the structure (SMILES): CC[C@@]1(C(O)O)CN1. The frontier orbital gap is 10.29 eV.

Geometry (Å):
1 C -1.735 0.721 -1.204
2 C -1.247 0.660 0.243
3 C -0.042 -0.270 0.428
4 C 1.341 0.421 0.049
5 O 2.410 -0.437 0.349
6 O 1.349 0.755 -1.299
7 C 0.081 -1.050 1.656
8 N -0.174 -1.600 -0.016
9 H -2.665 1.283 -1.249
10 H -1.906 -0.284 -1.577
11 H -1.015 1.218 -1.845
12 H -0.970 1.656 0.601
13 H -2.055 0.286 0.875
14 H 1.417 1.362 0.612
15 H 3.191 -0.118 -0.124
16 H 1.058 -0.031 -1.789
17 H -0.687 -1.603 2.182
18 H 0.941 -0.891 2.295
19 H 0.708 -2.078 -0.187

---

# 3
Below is an isolated molecule of C5H11NO2, with properties calculated with ωB97M-V with the def2-TZVPD basis set.

For the highest occupied orbital energy, the calculation gives -0.361 hartree. The LUMO energy comes out at 0.70 eV. As for the structure (SMILES): CC(C)(C=O)[C@@H](N)O. The frontier orbital gap is 10.51 eV.

Geometry (Å):
1 C -1.428 -0.502 0.474
2 C -0.280 0.292 -0.173
3 C -0.452 0.272 -1.703
4 C -0.344 1.754 0.250
5 O -1.380 2.341 0.546
6 C 1.120 -0.256 0.209
7 N 1.348 -0.522 1.610
8 O 1.379 -1.471 -0.458
9 H -1.194 -1.569 0.541
10 H -2.354 -0.405 -0.104
11 H -1.650 -0.143 1.486
12 H -0.580 -0.750 -2.078
13 H -1.330 0.851 -2.012
14 H 0.417 0.712 -2.206
15 H 0.607 2.316 0.202
16 H 1.884 0.458 -0.125
17 H 0.556 -0.213 2.172
18 H 1.348 -1.537 1.718
19 H 2.333 -1.628 -0.349

---

# 4
Below is a 3-piece molecular cluster, C5H11NO2 overall, with properties calculated with ωB97M-V with the def2-TZVPD basis set.

For the highest occupied orbital energy, the calculation gives -0.243 hartree. The LUMO energy comes out at 0.65 eV. The frontier orbital gap is 7.26 eV.

Geometry (Å):
1 C -0.333 0.559 0.307
2 C -1.498 -1.651 0.823
3 C 0.241 -0.466 1.035
4 C -0.869 0.549 -1.088
5 C 1.712 1.499 0.252
6 N 2.568 1.245 -0.780
7 O -1.351 -2.408 -0.332
8 O 1.913 2.357 1.088
9 H -2.049 -2.190 -0.963
10 H -0.722 1.374 0.914
11 H 2.412 0.429 -1.354
12 H 3.414 1.801 -0.869
13 H -2.430 -1.096 0.928
14 H -1.281 -2.258 1.697
15 H 0.941 -1.186 0.624
16 H 0.333 -0.329 2.106
17 H -0.580 1.474 -1.596
18 H -1.964 0.555 -1.098
19 H -0.457 -0.259 -1.694

---

# 5
Below is an isolated molecule of C5H11NO2, with properties calculated with ωB97M-V with the def2-TZVPD basis set.

For the highest occupied orbital energy, the calculation gives -0.340 hartree. The LUMO energy comes out at 0.74 eV. As for the structure (SMILES): CCC[C@@H](N)C(=O)O. The frontier orbital gap is 10.00 eV.

Geometry (Å):
1 C 1.289 -2.010 1.395
2 C 0.403 -1.531 0.259
3 C -0.140 -0.102 0.495
4 C -0.513 0.619 -0.792
5 N -1.838 0.348 -1.289
6 C -0.261 2.153 -0.768
7 O -0.837 2.930 -1.476
8 O 0.717 2.538 0.074
9 H 0.753 -2.392 2.264
10 H 1.994 -1.232 1.689
11 H 1.947 -2.833 1.079
12 H -0.453 -2.172 0.085
13 H 0.938 -1.529 -0.651
14 H 0.531 0.551 1.041
15 H -1.001 -0.276 1.141
16 H 0.162 0.276 -1.595
17 H -1.957 0.607 -2.242
18 H -2.626 0.571 -0.699
19 H 0.891 3.485 -0.010

---

# 6
Below is an isolated molecule of C5H11NO2, with properties calculated with ωB97M-V with the def2-TZVPD basis set.

For the highest occupied orbital energy, the calculation gives -0.341 hartree. The LUMO energy comes out at 0.69 eV. As for the structure (SMILES): CCC(=O)NCCO. The frontier orbital gap is 9.98 eV.

Geometry (Å):
1 C 1.415 1.048 -2.246
2 C 1.013 0.982 -0.782
3 C 1.179 -0.383 -0.190
4 O 2.303 -0.865 -0.189
5 N 0.119 -1.266 0.029
6 C -1.169 -0.861 0.502
7 C -1.354 -0.501 2.023
8 O -1.675 0.851 2.131
9 H 0.572 1.126 -2.937
10 H 2.359 1.483 -2.540
11 H 1.552 -0.034 -2.575
12 H 1.597 1.697 -0.179
13 H 0.051 1.388 -0.382
14 H 0.518 -2.166 0.261
15 H -1.764 -1.761 0.208
16 H -1.592 -0.088 -0.180
17 H -0.427 -0.593 2.571
18 H -2.107 -1.208 2.396
19 H -2.592 1.152 2.080

---

Record-wise maximum force values, in eV/Å: 4.105, 2.844, 1.983, 5.707, 1.413, 3.858
Record-wise energy relative to the best compared isomer or geometry (same formula, charge and spin) values, in kJ/mol: 825.99, 300.82, 124.46, 506.04, 50.44, 194.89